C24H16B4Br8O36V2 as an isolated structure in a non-equilibrium geometry, computed with ωB97M-V with the def2-TZVPD basis set.

## Properties
Total charge = -2
Calculated total energy = -713303.5013 eV
HOMO energy = -0.2050 hartree

Last column: Löwdin charge in e.
Positions of all 90 atoms, in Å:
O (14.342, -23.363, -14.208)  -0.34
V (14.248, -22.557, -12.834)  0.96
O (12.685, -22.322, -12.608)  -0.29
O (20.258, -26.324, -4.218)  -0.28
V (19.297, -26.604, -5.473)  1.06
O (20.113, -27.474, -6.453)  -0.28
O (14.908, -24.175, 1.471)  0.08
C (15.743, -23.821, 0.617)  -0.36
O (15.549, -24.261, -0.603)  0.22
B (16.653, -23.699, -1.444)  -0.78
O (17.534, -22.958, -0.478)  0.23
C (17.024, -22.985, 0.730)  -0.41
O (17.496, -22.499, 1.713)  0.15
O (17.358, -24.776, -2.197)  0.24
C (17.536, -24.372, -3.458)  -0.25
O (18.191, -24.853, -4.390)  0.03
C (16.628, -23.079, -3.606)  -0.41
O (16.061, -22.868, -2.511)  0.27
O (16.717, -22.290, -4.529)  0.17
O (15.631, -17.686, -14.443)  0.14
C (15.922, -18.215, -13.393)  -0.36
O (16.633, -17.729, -12.395)  0.24
B (16.606, -18.657, -11.240)  -0.90
O (15.895, -19.830, -11.740)  0.26
C (15.456, -19.647, -12.952)  -0.24
O (14.760, -20.500, -13.594)  0.03
O (15.892, -18.007, -10.144)  0.24
C (16.557, -18.127, -9.049)  -0.35
O (16.179, -17.760, -7.896)  0.08
C (17.963, -18.838, -9.423)  -0.33
O (17.913, -19.070, -10.720)  0.22
O (18.851, -19.023, -8.574)  0.12
O (19.110, -21.907, -6.677)  0.17
C (19.158, -22.410, -7.811)  -0.34
O (18.965, -21.883, -8.991)  0.27
B (18.972, -22.945, -9.957)  -0.86
O (19.296, -24.129, -9.160)  0.26
C (19.345, -23.892, -7.891)  -0.33
O (19.449, -24.662, -6.928)  0.08
O (19.784, -22.636, -11.168)  0.26
C (19.031, -22.531, -12.199)  -0.42
O (19.376, -22.271, -13.349)  0.06
C (17.607, -22.750, -11.786)  -0.30
O (17.603, -23.156, -10.513)  0.23
O (16.593, -22.777, -12.511)  -0.02
O (17.304, -26.832, -6.665)  0.07
C (16.444, -26.036, -6.862)  -0.32
O (16.491, -25.003, -7.707)  0.25
B (15.315, -24.146, -7.482)  -0.87
O (14.571, -24.702, -6.366)  0.25
C (15.142, -25.879, -5.977)  -0.32
O (14.775, -26.611, -5.102)  0.17
O (15.759, -22.727, -7.261)  0.23
C (15.540, -22.069, -8.412)  -0.34
O (16.005, -20.987, -8.617)  0.22
C (14.757, -22.966, -9.383)  -0.26
O (14.489, -24.009, -8.688)  0.28
O (14.523, -22.704, -10.612)  0.00
Br (18.434, -21.508, -17.921)  0.61
C (19.073, -23.090, -16.898)  -0.67
C (17.916, -23.412, -16.043)  -0.70
Br (18.541, -24.817, -14.819)  0.67
H (19.905, -22.811, -16.253)  0.03
H (19.405, -23.930, -17.508)  0.07
H (17.044, -23.747, -16.604)  0.06
H (17.551, -22.592, -15.424)  0.05
Br (15.745, -25.833, -12.514)  0.73
C (16.462, -27.110, -11.224)  -0.64
C (17.856, -26.653, -10.636)  -0.60
Br (18.789, -28.119, -9.629)  0.62
H (16.702, -27.952, -11.874)  0.03
H (15.715, -27.498, -10.531)  0.06
H (17.614, -25.866, -9.921)  0.03
H (18.442, -26.333, -11.497)  0.05
Br (20.602, -17.098, -12.804)  0.59
C (19.850, -17.592, -14.579)  -0.62
C (20.052, -19.077, -14.739)  -0.69
Br (21.918, -19.636, -14.641)  0.65
H (20.327, -17.031, -15.382)  0.06
H (18.829, -17.211, -14.601)  0.05
H (19.661, -19.443, -15.688)  0.03
H (19.499, -19.620, -13.972)  0.04
Br (23.173, -24.407, -15.864)  0.53
C (22.710, -23.020, -14.517)  -0.66
C (22.965, -23.694, -13.142)  -0.62
Br (21.793, -25.291, -12.836)  0.55
H (21.724, -22.617, -14.750)  0.00
H (23.494, -22.273, -14.637)  0.03
H (22.679, -22.933, -12.417)  0.06
H (23.965, -24.095, -12.977)  0.04

---

C24H16BrCl5N2OW as an isolated structure in a non-equilibrium geometry, computed with ωB97M-V with the def2-TZVPD basis set.

## Properties
Total charge = +2
Calculated total energy = -164640.5826 eV
2S+1 = 3
HOMO energy (spin up / spin down) = -0.5091 / -0.5111 hartree
ΔE to the lowest compared entry with this formula, charge and spin = 5.0 kcal/mol

Last column: Mulliken spin population.
Positions of all 50 atoms, in Å:
W (-0.587, 0.312, 0.108)  2.09
C (-0.677, -2.097, -3.994)  0.00
C (0.042, -1.479, -2.840)  0.00
O (-0.582, -0.856, -1.963)  0.00
N (1.372, -1.600, -2.768)  0.00
C (2.100, -0.996, -1.666)  0.05
C (2.031, 0.513, -1.703)  -0.01
C (2.981, 1.254, -2.377)  0.00
C (2.899, 2.638, -2.402)  0.01
C (1.858, 3.265, -1.740)  0.00
C (0.939, 2.476, -1.090)  0.04
N (1.011, 1.129, -1.072)  -0.01
H (-1.468, -2.740, -3.608)  0.00
H (-0.021, -2.675, -4.642)  0.00
H (-1.150, -1.304, -4.576)  0.00
H (1.868, -2.114, -3.478)  0.00
H (3.136, -1.315, -1.721)  0.00
H (1.693, -1.373, -0.730)  -0.02
H (3.796, 0.741, -2.872)  0.00
H (3.646, 3.221, -2.926)  0.00
H (1.756, 4.342, -1.726)  0.00
H (0.109, 2.923, -0.553)  -0.01
Br (-2.726, 1.111, -1.151)  -0.02
C (-3.765, -0.452, -0.712)  -0.01
C (-5.067, -0.471, -1.087)  -0.01
C (-5.820, -1.624, -0.766)  0.00
C (-5.232, -2.667, -0.113)  0.00
C (-3.867, -2.622, 0.265)  0.02
C (-3.246, -3.707, 0.935)  -0.01
C (-1.929, -3.659, 1.294)  0.01
C (-1.168, -2.507, 1.009)  -0.03
C (-1.727, -1.418, 0.375)  0.01
C (-3.093, -1.478, -0.030)  -0.04
H (-5.522, 0.359, -1.611)  0.00
H (-6.864, -1.665, -1.047)  0.00
H (-5.808, -3.551, 0.129)  0.00
H (-3.841, -4.585, 1.160)  0.00
H (-1.470, -4.494, 1.806)  0.00
H (-0.129, -2.488, 1.322)  -0.01
Cl (-3.417, 2.108, 2.061)  0.00
C (-1.828, 1.931, 2.689)  0.03
C (-0.866, 1.192, 1.992)  -0.04
C (0.358, 1.046, 2.627)  -0.05
Cl (1.437, -0.037, 1.719)  -0.01
C (0.735, 1.594, 3.823)  0.00
Cl (2.292, 1.324, 4.463)  0.00
C (-0.233, 2.364, 4.474)  0.01
Cl (0.156, 3.100, 5.951)  0.00
C (-1.514, 2.519, 3.917)  -0.01
Cl (-2.681, 3.444, 4.747)  0.00

---

C24H16Cl5NPTl as an isolated structure in a non-equilibrium geometry, computed with ωB97M-V with the def2-TZVPD basis set.

## Properties
Total charge = 0
Calculated total energy = -103208.1221 eV
HOMO energy (spin up / spin down) = -0.2015 / -0.2025 hartree

Last column: Löwdin charge in e.
Positions of all 48 atoms, in Å:
Tl (2.836, 0.421, -0.773)  0.86
N (-1.168, 1.749, 0.230)  -0.23
C (-2.430, 1.249, 0.141)  -0.24
C (-3.691, 1.719, 0.319)  -0.02
C (-4.756, 0.804, 0.179)  -0.08
C (-4.548, -0.507, -0.139)  -0.10
C (-3.252, -1.027, -0.337)  -0.09
C (-2.171, -0.210, -0.191)  -0.14
P (-0.241, -0.432, -0.246)  0.83
C (0.064, -0.908, -1.994)  -0.33
C (0.201, 0.152, -2.910)  -0.12
C (0.346, -0.104, -4.264)  -0.07
C (0.356, -1.413, -4.724)  -0.08
C (0.200, -2.466, -3.836)  -0.07
C (0.047, -2.221, -2.482)  -0.07
C (0.222, -1.668, 0.959)  -0.28
C (-0.483, -2.875, 0.940)  -0.09
C (-0.252, -3.817, 1.927)  -0.07
C (0.664, -3.554, 2.936)  -0.07
C (1.348, -2.346, 2.973)  -0.05
C (1.126, -1.395, 1.992)  -0.07
H (0.392, 1.895, -0.958)  -0.05
H (1.198, 0.954, -0.342)  -0.31
H (-3.871, 2.757, 0.566)  0.11
H (-5.767, 1.156, 0.335)  0.11
H (-5.401, -1.167, -0.230)  0.10
H (-3.124, -2.075, -0.588)  0.10
H (0.158, 1.171, -2.552)  0.08
H (0.443, 0.718, -4.961)  0.11
H (0.480, -1.612, -5.780)  0.11
H (0.191, -3.482, -4.208)  0.11
H (-0.076, -3.037, -1.782)  0.09
H (-1.219, -3.026, 0.162)  0.09
H (-0.797, -4.751, 1.926)  0.11
H (0.826, -4.290, 3.712)  0.11
H (2.035, -2.133, 3.780)  0.11
H (1.594, -0.422, 2.046)  0.08
Cl (2.477, 2.091, 4.391)  0.65
C (2.690, 2.892, 2.885)  -0.71
C (2.100, 2.489, 1.679)  -0.35
C (1.054, 1.709, 1.176)  -0.42
Cl (0.140, 1.286, 0.143)  0.47
C (2.550, 3.455, 0.680)  -0.60
Cl (2.076, 3.325, -1.047)  0.68
C (3.382, 4.371, 1.279)  -0.75
Cl (4.194, 5.681, 0.523)  0.65
C (3.467, 4.021, 2.647)  -0.75
Cl (4.392, 4.869, 3.815)  0.65

---

C24H16ClFeO24P as an isolated structure in a non-equilibrium geometry, computed with ωB97M-V with the def2-TZVPD basis set.

## Properties
Total charge = -1
Calculated total energy = -130477.0245 eV
2S+1 = 6
HOMO energy (spin up / spin down) = -0.2473 / -0.2372 hartree

Last column: Mulliken spin population.
Positions of all 67 atoms, in Å:
Fe (-4.244, -0.663, -0.260)  3.71
Cl (-1.274, 0.541, 0.796)  -0.01
O (-1.277, -0.374, 1.890)  0.00
O (0.047, 0.702, 0.220)  0.00
O (-2.151, 0.034, -0.272)  0.03
O (-1.805, 1.798, 1.222)  0.00
P (-5.630, -1.070, 1.725)  -0.05
O (-4.395, 0.046, 1.566)  0.94
O (-5.972, -0.639, 3.110)  0.01
O (-4.364, -1.946, 1.250)  0.30
O (-6.162, -0.421, 0.368)  0.09
C (3.388, 0.799, 5.515)  0.00
C (3.666, -0.462, 5.180)  0.00
C (2.945, -1.165, 4.056)  0.00
O (3.219, -2.328, 3.806)  0.00
C (2.117, -0.328, 3.217)  0.00
C (1.912, 0.972, 3.503)  0.00
C (2.496, 1.641, 4.721)  0.00
O (2.241, 2.794, 4.976)  0.00
O (1.102, 1.732, 2.769)  0.00
O (4.591, -1.195, 5.823)  0.00
H (3.863, 1.252, 6.376)  0.00
H (1.719, -0.750, 2.300)  0.00
H (0.876, 1.206, 1.978)  0.00
H (4.904, -1.861, 5.193)  0.00
C (-4.265, 3.415, -2.074)  0.00
C (-4.627, 4.688, -2.282)  0.00
C (-5.794, 5.326, -1.569)  0.00
O (-6.026, 6.503, -1.776)  0.00
C (-6.589, 4.428, -0.774)  0.00
C (-6.240, 3.141, -0.584)  0.00
C (-4.961, 2.558, -1.142)  0.00
O (-4.576, 1.492, -0.731)  0.00
O (-6.906, 2.336, 0.219)  0.00
O (-3.898, 5.497, -3.043)  0.00
H (-3.343, 3.079, -2.533)  0.00
H (-7.392, 4.806, -0.153)  0.00
H (-6.566, 1.406, 0.220)  0.00
H (-4.346, 6.362, -3.018)  0.00
C (0.981, -2.577, -1.481)  0.00
C (1.045, -3.038, -2.727)  0.00
C (1.527, -4.420, -3.065)  0.00
O (1.483, -4.882, -4.183)  0.00
C (2.020, -5.153, -1.880)  0.00
C (2.064, -4.637, -0.640)  0.00
C (1.407, -3.329, -0.325)  0.00
O (1.227, -2.913, 0.795)  0.00
O (2.558, -5.324, 0.390)  0.00
O (0.618, -2.317, -3.783)  0.00
H (0.470, -1.619, -1.547)  0.00
H (2.480, -6.106, -2.112)  0.00
H (2.396, -4.817, 1.204)  0.00
H (0.494, -2.855, -4.576)  0.00
C (4.623, -0.846, -2.799)  0.00
C (3.552, -0.259, -3.332)  0.00
C (2.667, 0.739, -2.603)  0.00
O (1.776, 1.343, -3.145)  0.00
C (2.963, 0.743, -1.167)  0.00
C (3.985, 0.057, -0.647)  0.00
C (4.990, -0.778, -1.392)  0.00
O (5.951, -1.339, -0.922)  0.00
O (4.223, 0.150, 0.681)  0.00
O (3.290, -0.447, -4.636)  0.00
H (5.272, -1.434, -3.439)  0.00
H (2.407, 1.454, -0.570)  0.00
H (4.896, -0.522, 0.870)  0.00
H (2.353, -0.228, -4.763)  0.00